(1)
DFT (wB97M-V/def2-TZVPD) results for a structure of composition C51H60Ge2HfN2S2Sb2.

Positions of all 120 atoms, in Å:
Hf: -0.23 0.98 0.33
C: 0.51 2.17 -2.85
C: 0.96 0.79 -3.33
C: 0.99 -0.26 -2.22
Sb: -0.54 -1.68 -1.43
C: -2.63 -1.22 -1.58
C: -3.19 -0.45 -0.56
C: -4.55 -0.25 -0.44
C: -5.40 -0.84 -1.37
C: -4.87 -1.62 -2.39
C: -3.50 -1.83 -2.48
C: -0.49 -3.19 -2.89
C: 0.19 -2.99 -4.09
C: 0.13 -3.98 -5.06
C: -0.57 -5.15 -4.83
C: -1.22 -5.35 -3.61
C: -1.17 -4.38 -2.63
Sb: -1.55 1.97 -2.23
C: -2.13 1.62 -4.23
C: -2.48 0.40 -4.78
C: -2.72 0.31 -6.15
C: -2.62 1.44 -6.95
C: -2.26 2.66 -6.39
C: -2.01 2.76 -5.03
C: -2.23 3.94 -1.89
C: -3.46 4.35 -2.41
C: -3.93 5.62 -2.13
C: -3.19 6.48 -1.33
C: -1.96 6.08 -0.82
C: -1.49 4.80 -1.10
H: 0.53 2.91 -3.65
H: 1.14 2.54 -2.05
H: 1.97 0.88 -3.75
H: 0.33 0.45 -4.15
H: 1.41 0.18 -1.29
H: 1.71 -1.05 -2.45
H: -2.51 -0.03 0.22
H: -4.97 0.32 0.38
H: -6.47 -0.70 -1.29
H: -5.53 -2.08 -3.11
H: -3.12 -2.48 -3.25
H: 0.76 -2.09 -4.28
H: 0.64 -3.83 -6.01
H: -0.61 -5.92 -5.59
H: -1.75 -6.28 -3.42
H: -1.67 -4.54 -1.68
H: -2.55 -0.49 -4.18
H: -3.00 -0.64 -6.58
H: -2.82 1.37 -8.01
H: -2.18 3.54 -7.02
H: -1.74 3.72 -4.61
H: -4.04 3.69 -3.04
H: -4.88 5.95 -2.55
H: -3.57 7.47 -1.12
H: -1.37 6.77 -0.23
H: -0.51 4.51 -0.74
C: -1.28 -0.24 5.31
C: -0.56 0.46 4.15
Ge: -0.31 -0.75 2.59
C: -1.96 -1.81 2.28
C: -2.10 -3.03 3.19
C: 0.97 -2.05 3.31
C: 2.29 -2.23 3.29
Ge: 3.52 -1.20 2.24
C: 4.45 0.29 3.02
C: 5.98 0.13 2.92
C: 3.76 -1.72 0.40
C: 4.54 -3.06 0.32
C: 3.07 -3.20 4.08
C: 4.45 -3.26 3.85
C: 5.28 -4.13 4.53
C: 4.72 -4.97 5.48
C: 3.35 -4.93 5.73
C: 2.53 -4.06 5.04
H: -1.24 0.38 6.20
H: -0.81 -1.19 5.56
H: -2.32 -0.43 5.08
H: 0.44 0.78 4.46
H: -1.10 1.37 3.87
H: -1.98 -2.15 1.24
H: -2.82 -1.15 2.41
H: -1.33 -3.77 3.00
H: -3.06 -3.52 3.01
H: -2.07 -2.77 4.25
H: 0.41 -2.72 3.96
H: 4.12 0.35 4.06
H: 4.13 1.21 2.52
H: 6.33 -0.73 3.48
H: 6.47 1.01 3.35
H: 6.32 0.03 1.89
H: 4.29 -0.94 -0.14
H: 2.76 -1.85 -0.03
H: 5.55 -2.96 0.72
H: 4.62 -3.36 -0.72
H: 4.03 -3.85 0.87
H: 4.92 -2.62 3.08
H: 6.34 -4.15 4.33
H: 5.35 -5.65 6.03
H: 2.92 -5.59 6.47
H: 1.47 -4.04 5.25
C: -3.45 1.95 2.01
C: -2.27 2.82 2.18
N: -1.10 2.67 1.55
C: -0.20 3.66 1.93
C: -0.68 4.53 2.85
S: -2.30 4.13 3.23
C: 1.10 3.68 1.28
C: 1.99 4.70 1.31
S: 3.36 4.30 0.39
C: 2.72 2.79 0.00
N: 1.49 2.58 0.51
C: 3.54 1.85 -0.81
H: -3.15 0.90 1.90
H: -4.01 2.26 1.12
H: -4.12 2.02 2.86
H: -0.18 5.36 3.32
H: 1.91 5.65 1.80
H: 4.52 1.71 -0.34
H: 3.73 2.26 -1.80
H: 3.08 0.88 -0.92

Calculated values
Net charge: +4
Gap between HOMO and LUMO: 5.4 eV
ΔE to the lowest compared entry with this formula, charge and spin: 40.2 kcal per mole
LUMO level: -11.654 eV

=====

(2)
DFT (wB97M-V/def2-TZVPD) results for a cluster of 11 separate species, C66H95N13O in total.

Positions of all 175 atoms, in Å:
C: 1.34 -4.41 -3.37
C: 1.89 -3.61 -2.36
C: 2.84 -2.39 -2.66
C: 4.37 -2.82 -2.71
C: 5.05 -3.12 -4.10
C: 4.10 -3.66 -5.23
N: 4.59 -3.04 -6.52
C: 5.15 -1.56 -2.14
C: 5.17 -1.63 -0.56
C: 6.57 -1.83 0.13
C: 4.33 -0.57 0.27
C: 4.67 0.93 -0.07
C: 3.82 1.56 -1.23
C: 2.29 1.20 -1.22
C: 1.38 2.28 -1.94
C: 0.06 1.51 -2.40
C: -1.23 2.07 -1.69
C: -2.47 1.25 -2.18
C: -3.85 1.98 -1.98
C: -4.96 1.17 -2.79
C: -5.52 0.07 -1.80
C: -6.60 -0.77 -2.57
N: -6.80 -2.10 -1.97
C: -7.45 -3.06 -2.69
C: -7.56 -4.27 -1.92
C: -6.87 -3.91 -0.66
C: -6.41 -2.55 -0.73
N: 4.54 -2.98 -0.34
C: 4.50 -3.83 -1.52
O: 4.51 -5.02 -1.57
H: 0.50 -4.03 -3.99
H: 1.80 -5.41 -3.54
H: 1.67 -3.82 -1.28
H: 2.73 -1.72 -1.76
H: 2.46 -1.92 -3.59
H: 5.64 -2.24 -4.45
H: 5.81 -3.93 -3.91
H: 4.26 -4.76 -5.36
H: 3.04 -3.36 -5.13
H: 3.99 -3.40 -7.26
H: 4.42 -2.03 -6.47
H: 5.03 -0.58 -2.66
H: 6.22 -1.82 -2.38
H: 7.04 -2.78 -0.24
H: 6.49 -1.90 1.24
H: 7.21 -0.95 -0.15
H: 4.65 -0.73 1.34
H: 3.25 -0.83 0.24
H: 4.65 1.52 0.88
H: 5.76 0.94 -0.40
H: 3.89 2.68 -1.11
H: 4.28 1.36 -2.24
H: 1.90 0.93 -0.21
H: 2.18 0.27 -1.84
H: 1.91 2.55 -2.89
H: 1.15 3.14 -1.28
H: 0.11 0.42 -2.16
H: -0.10 1.58 -3.51
H: -1.15 1.98 -0.57
H: -1.39 3.16 -1.90
H: -2.50 0.22 -1.74
H: -2.37 1.10 -3.30
H: -4.15 1.92 -0.90
H: -3.80 3.05 -2.32
H: -5.79 1.82 -3.16
H: -4.45 0.66 -3.65
H: -4.66 -0.59 -1.49
H: -5.91 0.57 -0.88
H: -7.55 -0.18 -2.55
H: -6.27 -0.89 -3.63
H: -7.89 -3.01 -3.71
H: -8.03 -5.23 -2.19
H: -6.77 -4.60 0.20
H: -5.85 -1.98 0.03
H: 3.62 -2.96 0.10
C: 3.36 6.47 -3.97
C: 2.46 5.83 -3.08
C: 3.11 5.66 -1.89
N: 4.37 6.17 -2.02
C: 4.53 6.67 -3.29
H: 3.17 6.75 -4.99
H: 1.44 5.53 -3.29
H: 2.78 5.23 -0.96
H: 5.07 6.18 -1.30
H: 5.46 7.12 -3.59
C: 9.77 2.05 -1.25
C: 10.20 3.06 -0.36
C: 9.09 3.76 0.03
N: 8.01 3.21 -0.59
C: 8.41 2.16 -1.37
H: 10.39 1.31 -1.75
H: 11.22 3.26 -0.05
H: 8.98 4.60 0.70
H: 7.06 3.53 -0.49
H: 7.69 1.59 -1.94
C: -1.59 -1.78 0.40
C: -1.15 -0.67 1.16
C: -2.23 -0.24 1.90
N: -3.29 -1.04 1.61
C: -2.91 -1.99 0.70
H: -1.00 -2.37 -0.29
H: -0.16 -0.24 1.17
H: -2.32 0.57 2.61
H: -4.21 -0.95 2.00
H: -3.61 -2.73 0.34
C: -8.49 2.11 3.03
C: -8.81 1.48 1.80
C: -7.88 0.50 1.58
N: -7.00 0.52 2.62
C: -7.37 1.49 3.52
H: -9.02 2.91 3.50
H: -9.64 1.72 1.15
H: -7.76 -0.20 0.76
H: -6.20 -0.09 2.72
H: -6.80 1.66 4.42
C: -6.08 -3.04 3.07
C: -6.92 -3.64 4.05
C: -6.18 -3.76 5.20
N: -4.93 -3.26 4.95
C: -4.86 -2.82 3.66
H: -6.34 -2.81 2.05
H: -7.94 -3.94 3.92
H: -6.44 -4.15 6.17
H: -4.17 -3.23 5.62
H: -3.95 -2.40 3.27
C: -4.08 5.25 5.26
C: -5.13 4.37 4.87
C: -4.56 3.26 4.32
N: -3.20 3.43 4.35
C: -2.90 4.63 4.92
H: -4.17 6.21 5.73
H: -6.19 4.55 4.99
H: -5.00 2.37 3.91
H: -2.53 2.77 4.00
H: -1.88 4.95 5.04
C: 1.57 -0.71 5.85
C: 1.02 0.60 5.85
C: 0.28 0.73 4.70
N: 0.36 -0.45 4.00
C: 1.14 -1.33 4.70
H: 2.20 -1.14 6.60
H: 1.15 1.36 6.60
H: -0.30 1.56 4.32
H: -0.08 -0.63 3.12
H: 1.33 -2.32 4.32
C: 0.56 6.65 0.47
C: -0.68 7.17 0.03
C: -1.62 6.20 0.22
N: -1.00 5.11 0.76
C: 0.33 5.37 0.92
H: 1.52 7.15 0.46
H: -0.86 8.15 -0.39
H: -2.68 6.19 0.02
H: -1.45 4.24 1.00
H: 1.00 4.64 1.34
C: 13.31 -1.52 -0.04
C: 13.74 -0.51 0.85
C: 12.63 0.19 1.24
N: 11.54 -0.36 0.62
C: 11.95 -1.41 -0.16
H: 13.92 -2.26 -0.54
H: 14.75 -0.31 1.16
H: 12.52 1.04 1.91
H: 10.59 -0.04 0.72
H: 11.23 -1.98 -0.73
C: -9.33 -7.83 1.60
C: -9.93 -8.35 0.42
C: -10.13 -7.30 -0.43
N: -9.68 -6.16 0.18
C: -9.19 -6.48 1.42
H: -9.04 -8.38 2.48
H: -10.18 -9.38 0.23
H: -10.55 -7.26 -1.42
H: -9.70 -5.24 -0.21
H: -8.78 -5.72 2.06

Calculated values
Gap between HOMO and LUMO: 7.4 eV
SMILES string: C=CC[C@@]1(CCN)C[C@@](C)(CCCCCCCCCCCCn2cccc2)NC1=O.c1cc[nH]c1.c1cc[nH]c1.c1cc[nH]c1.c1cc[nH]c1.c1cc[nH]c1.c1cc[nH]c1.c1cc[nH]c1.c1cc[nH]c1.c1cc[nH]c1.c1cc[nH]c1
LUMO level: -0.315 eV